[1]
Computed, not measured: an isolated molecule of C19H21NO4, with wB97M-V/def2-TZVPD.

Structure (XYZ):
```
45
Properties=species:S:1:pos:R:3:lowdin_charge:R:1
C -3.13 -4.35 1.51 -0.0526
C -2.35 -3.38 0.69 -0.2790
C -2.97 -2.29 0.08 -0.0313
C -2.25 -1.37 -0.65 -0.0170
C -0.87 -1.51 -0.80 -0.1689
C -0.08 -0.52 -1.61 -0.1260
O 1.28 -0.39 -1.17 0.0764
C 1.58 -0.17 0.10 -0.4234
O 0.78 0.03 1.00 0.1090
C 3.02 -0.18 0.32 -0.1735
C 3.73 0.03 1.49 0.0199
C 5.09 -0.09 1.15 -0.0440
C 5.11 -0.38 -0.19 -0.0967
O 3.88 -0.43 -0.69 0.0798
C -0.79 0.85 -1.73 -0.4508
O -1.14 1.28 -2.81 0.0772
N -0.98 1.47 -0.56 0.1132
C -1.63 2.75 -0.43 -0.2778
C -2.81 2.65 0.55 -0.1359
C -2.21 3.07 1.90 -0.1936
C -1.31 4.24 1.51 -0.1931
C -0.67 3.79 0.19 -0.1222
C -0.25 -2.60 -0.21 -0.0187
C -0.98 -3.52 0.53 -0.0310
H -3.12 -4.05 2.55 0.0844
H -2.69 -5.35 1.45 0.0764
H -4.16 -4.40 1.17 0.0757
H -4.04 -2.17 0.18 0.1121
H -2.76 -0.55 -1.13 0.1170
H 0.03 -0.89 -2.64 0.1717
H 3.30 0.25 2.45 0.1209
H 5.93 0.01 1.81 0.1038
H 5.93 -0.55 -0.86 0.1271
H -0.64 1.02 0.29 0.1168
H -1.95 3.03 -1.43 0.1434
H -3.23 1.64 0.57 0.1079
H -3.59 3.35 0.26 0.1158
H -2.97 3.34 2.62 0.1064
H -1.62 2.26 2.31 0.1110
H -1.92 5.13 1.34 0.1087
H -0.57 4.47 2.27 0.1047
H 0.29 3.31 0.39 0.1109
H -0.50 4.63 -0.48 0.1088
H 0.82 -2.74 -0.33 0.1232
H -0.47 -4.36 0.98 0.1131
```

Calculated values
Energy above the lowest of the compared OMol25 structures with the same formula, charge and spin = 97.8 kJ/mol
E = -29724.2909 eV
Total charge = 0
HOMO = -8.860 eV
SMILES string = Cc1ccc([C@H](OC(=O)c2ccco2)C(=O)NC2CCCC2)cc1
Gap between HOMO and LUMO = 9.31 eV

***

[2]
Computed, not measured: a structure of composition C19H22BeBr4F4K2LiNO5S, with wB97M-V/def2-TZVPD.

Structure (XYZ):
```
60
Properties=species:S:1:pos:R:3:lowdin_charge:R:1
C 5.01 -2.41 1.26 -0.3049
C 5.65 -1.09 1.35 -0.2288
C 7.04 -1.08 1.48 -0.0438
C 7.79 0.07 1.54 -0.0577
C 7.10 1.27 1.46 -0.1100
C 5.74 1.30 1.34 -0.0963
C 4.97 0.12 1.28 -0.1910
C 3.45 0.32 1.09 -0.1437
C 2.50 -0.59 1.98 -0.3744
N 1.34 0.26 2.51 -0.0101
C 1.86 -1.66 1.11 -0.5696
O 1.62 -1.48 -0.06 0.1316
O 1.64 -2.78 1.71 -0.1244
H 4.39 -2.53 0.37 0.0413
H 5.74 -3.19 1.33 -0.0287
H 4.34 -2.54 2.18 -0.1741
H 7.57 -2.02 1.52 0.0974
H 8.86 0.05 1.61 0.1094
H 7.64 2.22 1.48 0.0985
H 5.22 2.25 1.25 0.0912
H 3.26 1.37 1.37 0.0494
H 3.24 0.25 0.01 0.1258
H 3.04 -1.05 2.86 -0.0257
H 0.54 -0.38 2.54 0.1037
H 1.10 0.87 1.74 0.0283
Be 0.66 -3.53 2.47 0.7299
Br 3.60 -3.36 3.74 0.0538
F -1.20 -3.17 3.52 -0.5628
Li 1.83 2.02 0.30 0.7367
Br 1.60 4.90 -0.76 0.6912
C 0.10 5.24 -1.96 -0.6588
C -0.97 6.02 -1.24 -0.6949
Br -1.99 4.86 -0.03 0.7583
H -0.23 4.28 -2.34 0.0632
H 0.52 5.83 -2.77 0.0800
H -1.70 6.41 -1.96 -0.0013
H -0.59 6.84 -0.64 0.0780
C -6.30 1.80 -0.38 -0.6609
F -6.82 2.83 -1.07 0.1105
F -7.00 1.71 0.75 0.1420
F -6.55 0.69 -1.09 0.1087
S -4.51 2.02 -0.07 0.4298
O -4.41 3.27 0.67 -0.4038
O -3.92 2.12 -1.40 -0.3841
O -4.12 0.85 0.66 -0.2800
K 3.23 0.53 4.18 0.9282
C -5.88 -2.29 -3.51 -0.0935
C -6.42 -2.17 -2.23 -0.0828
C -6.83 -3.31 -1.55 -0.0874
C -6.70 -4.56 -2.13 -0.0987
C -6.16 -4.68 -3.41 -0.1029
C -5.76 -3.54 -4.10 -0.1030
H -5.56 -1.41 -4.04 0.0979
H -6.51 -1.20 -1.77 0.0753
H -7.25 -3.22 -0.56 0.1021
H -7.02 -5.44 -1.60 0.0988
H -6.06 -5.65 -3.87 0.0980
H -5.34 -3.63 -5.09 0.0968
K -2.95 4.95 -2.13 0.7522
Br 6.55 -3.56 -0.92 -0.4101
```

Calculated values
E = -366915.2269 eV
Total charge = 0
HOMO = -5.339 eV
Gap between HOMO and LUMO = 2.63 eV